1.
Below is C37H33BClFeN8PS as an isolated structure, with properties calculated with ωB97M-V/def2-TZVPD.

```
83
Properties=species:S:1:pos:R:3:mulliken_charge:R:1
Fe -0.059 0.137 -0.057 -0.5206
N 2.766 -2.930 1.546 -0.3540
C 1.828 -2.002 1.216 0.1176
S 2.057 -1.096 -0.208 -0.4527
N 0.833 -1.908 2.085 -1.6643
N -0.049 -0.950 1.768 1.8805
C -1.063 -0.789 2.563 0.6375
C -1.319 -1.634 3.753 -0.2819
C -0.403 -1.730 4.795 -0.1489
C -0.684 -2.523 5.897 -0.8485
C -1.874 -3.235 5.964 -0.5556
C -2.788 -3.152 4.924 -1.0080
C -2.513 -2.352 3.825 0.2398
C -1.898 0.369 2.285 -0.1795
C -2.934 0.782 3.123 -0.6990
C -3.577 1.973 2.851 -1.0043
C -3.157 2.744 1.777 -1.0933
C -2.132 2.260 0.983 -0.1755
N -1.547 1.084 1.205 1.0763
H 3.358 -3.264 0.806 0.2721
H 2.492 -3.589 2.257 0.2756
H 0.529 -1.186 4.736 0.4945
H 0.032 -2.590 6.706 0.4247
H -2.086 -3.856 6.825 0.4002
H -3.715 -3.709 4.966 0.4391
H -3.222 -2.289 3.005 0.4346
H -3.206 0.190 3.985 0.5728
H -4.386 2.309 3.487 0.4653
H -3.605 3.702 1.553 0.5032
H -1.764 2.825 0.138 0.2695
B 1.228 2.946 -1.493 0.0330
N 1.446 2.740 0.024 -0.3903
C 2.136 3.543 0.846 -0.2515
C 2.241 2.927 2.079 -1.3833
C 1.564 1.720 1.914 -0.2208
N 1.082 1.628 0.676 1.1328
N -0.234 2.581 -1.863 -0.2300
C -1.025 3.263 -2.699 -0.3844
C -2.182 2.533 -2.912 -1.4906
C -2.001 1.388 -2.141 -0.3100
N -0.826 1.427 -1.508 1.2707
H 1.985 2.239 -2.116 -0.1635
H 1.379 4.118 -1.734 -0.1793
H 2.517 4.481 0.483 0.4533
H 2.743 3.290 2.958 0.4149
H 1.398 0.923 2.620 0.6159
H -0.702 4.213 -3.087 0.4957
H -3.024 2.791 -3.528 0.4959
H -2.665 0.549 -2.023 0.3337
Cl 0.990 -0.356 -3.148 -0.1192
C -0.413 -1.225 -3.670 1.4290
C -0.552 -1.343 -5.051 -0.7163
C -1.623 -2.025 -5.594 -0.6294
C -2.564 -2.597 -4.752 -0.7986
C -2.418 -2.474 -3.383 -0.7532
C -1.347 -1.790 -2.795 -0.3490
P -1.246 -1.707 -0.944 2.6462
C -2.992 -1.954 -0.432 0.2451
C -3.604 -3.212 -0.450 -0.3645
C -4.932 -3.363 -0.087 -0.8207
C -5.679 -2.259 0.306 -0.8855
C -5.084 -1.009 0.339 -0.8274
C -3.752 -0.860 -0.026 -0.1326
C -0.512 -3.338 -0.569 0.1896
C -0.774 -3.964 0.648 -0.1689
C -0.150 -5.158 0.975 -0.9460
C 0.748 -5.737 0.090 -0.7607
C 1.024 -5.115 -1.119 -0.7075
C 0.403 -3.919 -1.444 -0.6441
H 0.196 -0.888 -5.684 0.4950
H -1.719 -2.107 -6.669 0.3867
H -3.410 -3.136 -5.156 0.4432
H -3.175 -2.914 -2.752 0.3115
H -3.031 -4.086 -0.732 0.5163
H -5.384 -4.347 -0.107 0.4613
H -6.718 -2.377 0.586 0.4002
H -5.650 -0.141 0.651 0.4765
H -3.309 0.123 0.006 -0.2123
H -1.469 -3.521 1.352 0.4825
H -0.360 -5.627 1.928 0.4542
H 1.236 -6.670 0.344 0.3781
H 1.727 -5.557 -1.813 0.4240
H 0.636 -3.439 -2.386 0.3373
```

Results
- Kohn-Sham gap (alpha / beta) (Eh) = 0.26199 / 0.26161
- E_HOMO (alpha / beta) (eV) = -7.3 / -7.3
- LUMO (alpha / beta) (Eh) = -0.0071 / -0.0072



2.
Below is C37H33Co2NO6P as an isolated structure, with properties calculated with ωB97M-V/def2-TZVPD.

```
80
Properties=species:S:1:pos:R:3:mulliken_charge:R:1
C -1.153 0.877 5.001 -1.2702
N -0.345 0.205 3.933 0.5079
C 0.344 -0.963 4.637 -0.7102
C 1.326 -1.666 3.743 -0.7029
O 1.785 -0.802 2.707 -0.4102
C 2.041 0.476 3.307 -0.9031
C 0.742 1.202 3.503 -0.0045
H -0.466 1.215 5.789 0.4871
H -1.655 1.743 4.556 0.3664
H -1.881 0.180 5.431 0.4353
H 0.891 -0.495 5.460 0.6963
H -0.411 -1.635 5.057 0.3023
H 2.202 -1.960 4.348 0.4736
H 0.909 -2.577 3.310 0.3696
H 2.554 0.344 4.279 0.4098
H 2.679 1.029 2.618 0.5452
H 0.398 1.739 2.610 -0.2655
H 0.856 1.928 4.315 0.5428
O -2.621 -3.509 0.177 -0.4918
C -1.717 -2.786 0.205 -0.3088
Co -0.418 -1.644 0.194 0.3364
C 1.049 -2.464 0.739 0.0323
O 1.974 -3.146 0.891 -0.5354
C -0.213 -2.077 -1.475 0.8959
O -0.148 -2.585 -2.518 -0.5779
C -1.529 -0.288 0.213 -1.5070
C -0.819 -0.367 1.447 0.7831
C -1.289 -0.153 2.834 1.4179
C -2.185 -1.314 3.309 0.3198
C -3.450 -1.046 3.846 -0.3546
C -4.202 -2.097 4.376 -0.7695
C -3.718 -3.411 4.332 -0.6192
C -2.496 -3.686 3.716 -1.5550
C -1.763 -2.630 3.165 -0.3997
Co 0.019 0.638 0.042 0.5554
C 1.727 0.678 0.320 -0.1782
O 2.882 0.848 0.388 -0.6227
C -0.762 2.173 -0.056 0.3555
O -1.342 3.170 -0.198 -0.5586
P 0.481 0.801 -2.188 0.9367
C 2.044 0.010 -2.744 0.4905
C 2.678 0.439 -3.924 -0.5734
C 3.881 -0.143 -4.328 -0.6581
C 4.464 -1.154 -3.556 -0.6625
C 3.841 -1.580 -2.382 -0.9840
C 2.629 -1.008 -1.991 0.3381
C -0.739 0.273 -3.448 -0.2850
C -0.365 -0.408 -4.614 -0.2577
C -1.300 -0.635 -5.628 -0.7209
C -2.627 -0.232 -5.461 -0.5703
C -3.016 0.393 -4.274 -0.7508
C -2.080 0.648 -3.264 -0.3451
C 0.802 2.537 -2.729 0.4433
C 0.195 3.122 -3.852 -0.1585
C 0.493 4.442 -4.208 -0.6645
C 1.398 5.188 -3.451 -0.5837
C 2.016 4.606 -2.341 -0.7457
C 1.725 3.286 -1.984 -0.1993
H -2.554 -0.085 -0.030 0.6247
H -1.918 0.747 2.763 0.2575
H -3.824 -0.019 3.860 0.4296
H -5.181 -1.885 4.808 0.3847
H -4.304 -4.231 4.755 0.3617
H -2.108 -4.706 3.641 0.4201
H -0.809 -2.824 2.655 0.7684
H 2.227 1.234 -4.522 0.4626
H 4.362 0.199 -5.247 0.3814
H 5.404 -1.608 -3.868 0.3558
H 4.287 -2.360 -1.763 0.4797
H 2.135 -1.383 -1.091 -0.5150
H 0.656 -0.762 -4.742 0.4303
H -0.981 -1.135 -6.544 0.3810
H -3.355 -0.412 -6.256 0.3423
H -4.052 0.697 -4.125 0.4012
H -2.388 1.145 -2.340 0.2180
H -0.514 2.550 -4.453 0.2487
H 0.016 4.879 -5.086 0.3861
H 1.624 6.221 -3.724 0.3332
H 2.731 5.175 -1.745 0.4009
H 2.230 2.831 -1.128 0.3104
```

Results
- Kohn-Sham gap (Eh) = 0.09708
- energy above the lowest of the compared OMol25 structures with the same formula, charge and spin (kcal per mole) = 109.2
- E_HOMO (eV) = -0.5
- total charge = -1
- LUMO (Eh) = 0.0801



3.
Below is C37H33CsN5O3S2 as an isolated structure, with properties calculated with ωB97M-V/def2-TZVPD.

```
81
Properties=species:S:1:pos:R:3:mulliken_charge:R:1
Cs 1.066 0.595 0.956 1.6191
C -1.482 3.486 0.220 -1.0244
O -0.983 2.494 -0.662 -0.2616
C -1.618 2.329 -1.856 0.6097
C -2.822 2.946 -2.172 -0.5663
C -3.445 2.683 -3.388 -0.6942
C -2.868 1.807 -4.289 -0.8633
C -1.648 1.215 -3.985 -0.2005
C -0.995 1.478 -2.785 0.1236
N 0.258 0.902 -2.449 -0.0717
N 0.960 0.740 -3.488 -0.0692
C 2.188 0.145 -3.444 0.0506
C 2.743 -0.513 -2.296 0.1729
O 2.192 -0.572 -1.173 -0.6490
C 4.033 -1.170 -2.491 -0.6870
C 4.698 -1.138 -3.660 -0.8799
C 4.168 -0.459 -4.807 0.8895
C 4.877 -0.422 -6.019 -0.7705
C 4.372 0.227 -7.120 -0.4925
C 3.125 0.861 -7.017 -0.6721
C 2.415 0.840 -5.841 -0.4366
C 2.911 0.175 -4.697 0.4868
H -2.536 3.336 0.462 0.3674
H -1.331 4.486 -0.196 0.4204
H -0.926 3.370 1.145 0.1640
H -3.285 3.631 -1.477 0.3786
H -4.389 3.163 -3.616 0.3524
H -3.358 1.585 -5.228 0.3624
H -1.168 0.537 -4.678 0.4806
H 4.430 -1.685 -1.623 0.4177
H 5.660 -1.632 -3.759 0.3200
H 5.841 -0.919 -6.069 0.3413
H 4.927 0.252 -8.049 0.3694
H 2.717 1.381 -7.876 0.3742
H 1.460 1.341 -5.771 0.4335
S 2.700 0.889 6.427 -0.2901
C 1.079 1.337 6.691 -0.5304
C 0.356 1.267 5.539 -0.4264
C 1.072 0.872 4.351 -0.4153
C 2.380 0.612 4.714 0.7348
C 3.538 0.142 3.930 0.2060
C 4.603 -0.539 4.548 -0.7467
C 5.694 -0.933 3.805 -0.3731
C 5.720 -0.673 2.440 -0.7344
C 4.625 -0.026 1.900 -0.1294
N 3.575 0.381 2.612 -0.1585
H 0.752 1.626 7.679 0.4171
H -0.701 1.518 5.517 0.2734
H 4.551 -0.765 5.604 0.3268
H 6.515 -1.455 4.282 0.3996
H 6.549 -0.969 1.813 0.3684
H 4.582 0.180 0.834 0.4069
C -4.340 -0.431 -1.191 -1.0553
C -3.364 -1.296 -0.399 -0.6530
C -2.260 -0.491 0.268 0.5726
N -2.779 0.390 1.316 0.8228
C -2.236 0.719 2.508 -0.9985
S -2.754 2.094 3.314 -0.3312
N -1.228 -0.074 3.001 0.9762
C -1.173 -1.453 2.965 -0.3241
O -0.107 -2.036 2.987 -0.6214
C -2.462 -2.225 2.945 0.4001
C -3.632 -1.739 3.516 0.1912
C -4.790 -2.502 3.474 -0.8397
C -4.784 -3.746 2.858 -0.3664
C -3.612 -4.237 2.298 -0.6327
C -2.452 -3.481 2.350 -0.4284
H -5.091 -1.050 -1.683 0.4534
H -3.820 0.146 -1.959 0.0422
H -4.878 0.272 -0.550 0.3311
H -2.884 -2.010 -1.073 0.4207
H -3.889 -1.877 0.364 0.0703
H -1.732 0.113 -0.475 -0.8070
H -1.532 -1.171 0.701 0.3001
H -3.522 1.015 1.043 0.1950
H -0.303 0.388 3.446 -0.4890
H -3.639 -0.766 3.994 0.4180
H -5.700 -2.122 3.923 0.4158
H -5.692 -4.335 2.819 0.3872
H -3.603 -5.209 1.821 0.3745
H -1.522 -3.846 1.933 0.4519
```

Results
- Kohn-Sham gap (Eh) = 0.24346
- energy above the lowest of the compared OMol25 structures with the same formula, charge and spin (kcal per mole) = 0.0
- E_HOMO (eV) = -4.5
- total charge = -1
- LUMO (Eh) = 0.0768



Results for total energy: -4356.20902; -5042.59172; -2745.81873 (in Ha, following the order of the records).
Results for max |F|: 0.0381; 0.1509; 0.0088 (in hartree/bohr, following the order of the records).